{"formula": "C6H11NO", "method": "ωB97M-V with the def2-TZVPD basis set", "elements": ["C", "C", "C", "N", "O", "H", "H", "H", "H", "H", "C", "C", "C", "H", "H", "H", "H", "H", "H"], "coordinates": [[-1.233, 0.645, 1.697], [-0.183, 0.018, 0.809], [2.120, 0.374, 0.911], [0.972, 0.857, 0.694], [-0.081, -1.265, 0.858], [-2.161, 0.078, 1.648], [-1.403, 1.689, 1.441], [-0.859, 0.604, 2.723], [2.288, -0.664, 1.210], [2.987, 1.017, 0.785], [-1.197, 0.500, -1.064], [0.418, -0.460, -1.938], [0.639, -1.634, -1.547], [0.698, 0.379, -2.541], [-2.042, 0.007, -0.592], [-1.091, 1.563, -0.871], [-1.419, 0.394, -2.125], [1.329, -2.412, -1.829], [0.217, -1.692, -0.270]], "atomic_forces_ev_per_a": [[-0.14, 0.00, -0.38], [0.64, -1.38, 1.06], [-0.25, -0.23, -0.02], [0.00, 0.25, -0.36], [-0.15, 1.38, 0.29], [0.05, 0.03, 0.00], [-0.01, -0.04, -0.02], [0.06, -0.04, -0.08], [-0.08, 0.00, -0.05], [-0.03, 0.03, 0.08], [0.85, -0.52, -1.18], [-1.04, 1.34, 0.89], [-0.12, -0.78, 1.37], [0.00, -0.07, -0.30], [0.15, -0.02, 0.24], [0.00, -0.05, 0.18], [-0.16, 0.13, -0.11], [0.09, 0.11, -0.28], [0.14, -0.13, -1.32]], "mulliken_charge": [-1.30, 0.52, -0.26, -0.34, -0.61, 0.38, 0.36, 0.39, 0.27, 0.29, -1.13, -0.31, -0.50, 0.41, 0.30, 0.33, 0.46, 0.34, 0.40], "e_above_lowest_kcal_mol": 156.52, "energy_ev": -9931.6671, "molar_mass_g_mol": 113.160, "e_homo_ev": -8.8, "homo_lumo_gap_ev": 8.978}

=====

{"formula": "C69H48CdCl4N8O3S", "method": "ωB97M-V with the def2-TZVPD basis set", "elements": ["Cd", "Cl", "C", "C", "C", "C", "C", "C", "C", "C", "C", "C", "C", "C", "C", "C", "C", "C", "Cl", "C", "C", "C", "N", "C", "C", "C", "C", "C", "C", "Cl", "C", "C", "C", "C", "C", "C", "N", "C", "C", "C", "C", "C", "N", "C", "C", "C", "C", "Cl", "C", "C", "C", "C", "N", "H", "H", "H", "H", "H", "H", "H", "H", "H", "H", "H", "H", "H", "H", "H", "H", "H", "H", "H", "H", "H", "H", "H", "H", "O", "C", "C", "C", "C", "C", "C", "C", "N", "N", "C", "O", "C", "C", "C", "C", "C", "C", "H", "H", "H", "H", "H", "H", "H", "H", "H", "H", "C", "C", "C", "N", "C", "S", "N", "C", "O", "C", "C", "C", "C", "C", "C", "H", "H", "H", "H", "H", "H", "H", "H", "H", "H", "H", "H", "H", "H"], "coordinates": [[-0.204, 1.360, -0.193], [6.364, -2.831, -5.956], [5.177, -2.101, -4.902], [4.681, -2.818, -3.828], [3.728, -2.236, -3.006], [3.269, -0.941, -3.236], [3.796, -0.243, -4.325], [4.745, -0.811, -5.160], [2.254, -0.291, -2.369], [0.947, -0.872, -2.375], [0.555, -2.021, -3.105], [-0.820, -2.136, -2.955], [-1.212, -1.059, -2.144], [-2.620, -0.580, -1.844], [-3.671, -1.542, -2.452], [-4.956, -1.693, -1.695], [-5.922, -2.524, -2.095], [-5.795, -3.370, -3.277], [-6.511, -4.968, -3.086], [-5.187, -3.096, -4.431], [-4.747, -1.714, -4.844], [-3.281, 1.055, -0.161], [-2.384, 1.923, 0.318], [-3.027, 3.123, 0.446], [-2.381, 4.297, 0.937], [-3.237, 5.427, 1.343], [-4.370, 5.221, 2.140], [-5.194, 6.267, 2.516], [-4.890, 7.552, 2.097], [-5.926, 8.878, 2.565], [-3.777, 7.797, 1.313], [-2.963, 6.739, 0.940], [-1.000, 4.420, 1.079], [-0.372, 5.446, 1.880], [0.958, 5.202, 1.859], [1.165, 4.051, 0.995], [-0.033, 3.583, 0.571], [2.444, 3.544, 0.661], [2.753, 2.491, -0.228], [4.114, 2.234, -0.682], [4.051, 1.234, -1.584], [2.661, 0.834, -1.671], [1.905, 1.642, -0.848], [3.613, 4.168, 1.336], [3.945, 5.515, 1.178], [5.023, 6.078, 1.847], [5.790, 5.280, 2.676], [7.144, 5.984, 3.531], [5.508, 3.934, 2.839], [4.424, 3.389, 2.169], [-4.365, 2.984, 0.010], [-4.528, 1.655, -0.378], [-0.151, -0.311, -1.788], [5.043, -3.819, -3.633], [3.358, -2.791, -2.154], [3.449, 0.766, -4.512], [5.143, -0.261, -6.002], [1.201, -2.669, -3.676], [-1.442, -2.903, -3.391], [-5.065, -1.118, -0.784], [-6.814, -2.658, -1.496], [-5.111, -3.870, -5.184], [-4.148, -1.774, -5.759], [-4.585, 4.218, 2.482], [-6.061, 6.092, 3.139], [-3.556, 8.807, 0.993], [-2.103, 6.921, 0.310], [-0.883, 6.216, 2.434], [1.720, 5.753, 2.384], [4.995, 2.771, -0.370], [4.872, 0.772, -2.107], [3.353, 6.125, 0.508], [5.272, 7.123, 1.721], [6.123, 3.325, 3.487], [4.181, 2.340, 2.288], [-5.111, 3.762, -0.035], [-5.419, 1.198, -0.783], [0.557, 0.233, 1.696], [-0.002, -0.182, 2.756], [0.681, -0.095, 4.016], [0.161, -0.600, 5.185], [-1.099, -1.205, 5.204], [-1.831, -1.229, 4.030], [-1.329, -0.753, 2.819], [-2.229, -0.654, 1.683], [-1.874, -0.720, 0.462], [-2.878, -0.287, -0.424], [-2.645, 0.642, -2.800], [-2.100, 1.705, -2.648], [-3.417, 0.248, -4.003], [-3.963, -0.965, -3.811], [-5.955, -0.828, -5.102], [-5.884, 0.391, -5.651], [-4.685, 1.156, -5.908], [-3.576, 1.112, -5.139], [1.639, 0.418, 4.014], [0.727, -0.514, 6.108], [-1.512, -1.605, 6.123], [-2.835, -1.644, 4.038], [-3.266, -0.393, 1.932], [-3.258, -2.549, -2.573], [-6.917, -1.238, -4.817], [-6.817, 0.896, -5.884], [-4.757, 1.924, -6.671], [-2.789, 1.842, -5.289], [0.664, -5.238, 4.650], [1.603, -4.151, 4.140], [1.106, -3.524, 2.841], [2.090, -2.571, 2.355], [2.540, -2.381, 1.115], [3.558, -1.154, 0.712], [2.108, -3.306, 0.121], [2.341, -4.650, 0.033], [1.801, -5.338, -0.816], [3.309, -5.263, 1.011], [2.962, -6.464, 1.622], [3.826, -7.070, 2.519], [5.055, -6.487, 2.798], [5.424, -5.315, 2.154], [4.559, -4.705, 1.257], [1.034, -5.656, 5.587], [0.582, -6.049, 3.923], [-0.335, -4.832, 4.824], [2.599, -4.567, 3.972], [1.689, -3.361, 4.890], [0.157, -3.007, 3.016], [0.940, -4.293, 2.091], [2.259, -1.789, 2.973], [1.566, -2.888, -0.632], [2.003, -6.911, 1.390], [3.541, -7.997, 3.001], [5.725, -6.950, 3.513], [6.388, -4.866, 2.353], [4.857, -3.796, 0.753]], "atomic_forces_ev_per_a": [[-0.13, -0.08, 0.34], [0.09, -0.06, -0.06], [-0.10, 0.11, 0.05], [0.02, -0.04, -0.03], [0.04, 0.00, 0.05], [0.10, 0.01, -0.11], [-0.07, -0.09, 0.05], [0.04, -0.04, 0.00], [0.26, 0.78, 0.43], [-0.28, -0.30, -0.22], [0.29, 0.14, 0.11], [-0.21, 0.02, 0.12], [0.10, -0.35, 0.02], [0.48, -0.07, 0.15], [0.00, 0.06, -0.03], [-0.06, -0.10, -0.03], [-0.01, 0.05, 0.17], [0.16, -0.13, -0.20], [0.00, -0.07, 0.04], [-0.07, 0.10, -0.05], [-0.13, 0.21, 0.25], [-0.14, 0.26, 0.14], [-0.08, -0.25, -0.15], [-0.45, -0.04, -0.28], [0.85, -0.14, 0.08], [-0.19, 0.19, 0.12], [0.13, 0.00, -0.02], [-0.01, 0.03, 0.03], [0.09, -0.11, -0.04], [-0.05, 0.08, 0.02], [-0.06, 0.11, 0.07], [-0.03, -0.15, -0.07], [-0.87, 0.16, -0.02], [0.33, 0.06, 0.06], [-0.25, 0.20, 0.09], [-0.18, -0.30, -0.19], [0.66, -0.04, -0.03], [-0.01, -0.04, -0.02], [-0.32, 0.03, -0.11], [0.12, -0.19, -0.25], [0.05, 0.27, 0.20], [-0.08, -0.73, -0.59], [0.34, 0.45, 0.26], [-0.03, -0.04, 0.03], [0.07, -0.08, 0.00], [0.02, 0.02, 0.01], [-0.06, -0.04, -0.03], [0.09, 0.04, 0.04], [0.04, 0.00, -0.02], [-0.04, 0.12, 0.02], [0.27, 0.23, 0.09], [0.06, -0.31, -0.04], [-0.25, 0.03, -0.10], [-0.02, 0.00, 0.00], [-0.01, 0.04, -0.02], [-0.02, 0.00, 0.00], [0.01, -0.02, -0.01], [-0.03, 0.02, -0.04], [0.00, 0.02, 0.01], [-0.02, 0.02, 0.00], [-0.01, 0.03, -0.01], [-0.07, -0.05, 0.04], [0.00, 0.02, 0.01], [-0.03, -0.03, -0.04], [0.00, 0.01, 0.00], [0.01, -0.01, -0.02], [0.00, -0.02, -0.02], [0.00, -0.01, 0.02], [0.03, -0.01, 0.03], [0.02, 0.00, 0.03], [0.02, 0.01, 0.00], [-0.04, 0.01, 0.02], [0.00, 0.00, 0.00], [0.00, 0.01, 0.00], [0.00, 0.00, 0.02], [0.00, 0.02, 0.03], [0.00, -0.04, 0.03], [-0.07, 0.07, 0.03], [-0.08, -0.05, 0.04], [0.12, 0.03, 0.00], [0.01, -0.08, -0.07], [-0.09, -0.08, 0.10], [0.01, -0.04, -0.01], [0.32, 0.11, 0.07], [-0.32, -0.01, 0.02], [0.23, -0.24, 0.00], [-0.34, 0.28, -0.29], [-0.17, 0.31, 0.11], [0.00, -0.14, -0.05], [-0.23, -0.22, -0.01], [0.33, 0.00, -0.02], [-0.02, -0.04, -0.12], [-0.14, -0.06, -0.02], [0.18, 0.02, 0.01], [-0.03, 0.06, -0.12], [-0.02, -0.04, -0.06], [0.03, 0.01, -0.02], [-0.01, 0.02, -0.01], [-0.02, 0.04, -0.01], [-0.01, -0.07, -0.07], [0.01, 0.03, -0.01], [-0.02, 0.02, -0.03], [-0.02, -0.04, 0.04], [0.06, 0.01, 0.01], [-0.03, 0.02, -0.01], [0.04, 0.12, -0.04], [-0.09, -0.07, -0.07], [0.01, -0.01, 0.13], [-0.28, -0.11, -0.08], [0.38, 0.03, 0.04], [0.10, -0.01, 0.05], [-0.09, -0.21, 0.15], [-0.15, 0.18, -0.01], [0.07, -0.05, 0.03], [0.09, 0.06, -0.02], [-0.14, 0.02, -0.02], [-0.02, -0.01, 0.02], [0.02, 0.00, -0.01], [0.05, -0.02, 0.03], [-0.08, 0.03, 0.04], [-0.05, -0.03, 0.00], [-0.02, -0.01, 0.01], [-0.01, -0.03, 0.01], [0.04, 0.01, 0.00], [0.06, 0.02, 0.02], [-0.01, -0.01, -0.05], [-0.05, 0.02, -0.04], [0.14, 0.06, 0.00], [-0.02, -0.03, -0.12], [0.01, 0.02, -0.02], [-0.01, 0.02, 0.01], [0.01, 0.00, -0.02], [0.00, -0.01, -0.01], [-0.06, 0.11, 0.02]], "mulliken_charge": [4.17, -0.27, 0.34, -1.08, 0.00, -0.06, -0.03, -0.92, 1.04, -1.03, -1.07, -1.37, 0.95, -0.11, 0.16, -0.75, -1.13, 0.50, -0.26, -1.41, 0.89, 0.69, 0.56, -1.49, 1.44, 0.31, -0.41, -0.91, 0.40, -0.26, -0.87, -0.29, -0.11, -1.44, -1.30, 0.53, -0.23, 0.62, 0.52, -1.79, -1.10, -0.01, 0.02, -0.50, -0.14, -0.89, 0.36, -0.27, -0.90, -0.16, -0.91, -1.88, -0.04, 0.46, 0.78, 0.47, 0.41, 0.56, 0.57, 0.45, 0.45, 0.40, 0.58, 0.54, 0.39, 0.39, 0.53, 0.49, 0.47, 0.40, 0.48, 0.53, 0.38, 0.42, 0.53, 0.58, 0.58, -0.85, -0.17, -0.79, -0.47, -0.94, -0.18, -0.02, -0.66, -0.58, 1.43, 0.34, -0.66, 0.75, -0.42, -0.62, -0.48, -0.62, -1.08, 0.47, 0.43, 0.35, 0.41, 0.32, 0.65, 0.35, 0.36, 0.38, 0.43, -1.52, -0.29, -0.21, 0.32, -0.69, -0.32, 0.90, 0.25, -0.69, 0.31, -0.33, -0.64, -0.40, -0.77, -0.02, 0.41, 0.31, 0.36, 0.24, 0.42, -0.16, 0.44, 0.30, -0.43, 0.47, 0.37, 0.37, 0.42, 0.47], "e_above_lowest_kcal_mol": 56.31, "energy_ev": -155887.2926, "total_charge": -2, "molar_mass_g_mol": 1323.487, "e_homo_ev": [-1.1, -1.1], "homo_lumo_gap_ev": [4.673, 4.687]}

=====

{"formula": "C8H17NO", "method": "ωB97M-V with the def2-TZVPD basis set", "elements": ["C", "C", "C", "C", "C", "C", "C", "C", "N", "O", "H", "H", "H", "H", "H", "H", "H", "H", "H", "H", "H", "H", "H", "H", "H", "H", "H"], "coordinates": [[0.894, -0.851, 0.627], [-0.624, 0.770, -0.881], [1.160, 0.148, 1.752], [0.739, -2.245, 1.256], [-0.187, 2.097, -0.335], [-0.784, 0.736, -2.362], [-2.056, 0.252, 0.243], [-0.403, -0.589, -0.285], [2.071, -0.907, -0.246], [-0.834, -1.617, -0.904], [1.861, -1.501, -1.045], [2.308, 0.013, -0.603], [0.276, 0.302, 2.376], [1.667, -2.533, 1.757], [1.540, 1.108, 1.397], [1.955, -0.227, 2.404], [-0.097, -2.267, 1.961], [0.588, -3.016, 0.497], [-0.211, 2.174, 0.749], [0.823, 2.333, -0.685], [-0.864, 2.884, -0.690], [-1.844, 0.839, -2.627], [-0.527, -0.226, -2.823], [-0.154, 1.458, -2.887], [-2.820, 0.837, -0.275], [-2.598, -0.678, 0.409], [-1.877, 0.706, 1.219]], "atomic_forces_ev_per_a": [[-0.78, -0.56, 0.86], [-0.78, -2.55, 1.94], [0.31, 0.11, 0.07], [0.22, -0.20, -0.21], [-0.19, 0.18, 0.34], [-1.11, -0.70, -1.02], [-1.24, 2.11, 0.00], [2.35, -1.76, -2.65], [-0.54, 0.22, -0.19], [1.01, 1.91, 1.06], [0.08, 0.02, 0.11], [-0.02, 0.02, -0.02], [0.03, 0.06, -0.12], [-0.10, 0.32, 0.19], [-0.24, 0.00, -0.09], [-0.12, -0.20, -0.10], [0.08, -0.05, -0.06], [-0.28, 0.27, 0.00], [0.13, -0.18, -0.04], [-0.08, 0.02, 0.01], [0.13, -0.12, -0.19], [0.23, 0.49, -0.26], [0.04, -0.06, 0.65], [-0.33, 0.43, 0.38], [0.14, 0.46, -0.01], [0.95, -0.39, -0.45], [0.14, 0.16, -0.19]], "mulliken_charge": [1.89, 1.13, -1.72, -1.79, -1.79, -1.44, -1.63, 0.56, -0.72, -0.75, 0.33, 0.27, 0.30, 0.46, 0.32, 0.41, 0.34, 0.34, 0.42, 0.40, 0.40, 0.27, 0.39, 0.39, 0.43, 0.46, 0.34], "e_above_lowest_kcal_mol": 85.55, "energy_ev": -12106.6602, "molar_mass_g_mol": 143.230, "e_homo_ev": -8.4, "homo_lumo_gap_ev": 9.111}

=====

What is the formula in the first record? C6H11NO